[1]
C31H27CuFGeN4S2 as an isolated structure, computed with ωB97M-V/def2-TZVPD.

Last column: Löwdin charge in e.
Cartesian coordinates (Å):
Cu 0.560 1.492 0.397  0.3107
N -2.355 3.380 0.085  0.1359
C -1.241 3.788 -0.558  -0.6861
N -0.120 3.111 -0.590  0.0098
C 0.866 3.782 -1.311  -0.3090
C 0.471 4.947 -1.856  -0.3215
S -1.180 5.262 -1.460  1.0991
C 2.195 3.162 -1.342  -0.3152
C 3.295 3.601 -1.978  -0.3308
S 4.623 2.545 -1.672  1.0954
C 3.598 1.554 -0.683  -0.6591
N 2.365 1.992 -0.597  0.0406
N 4.054 0.422 -0.111  0.1322
H -2.320 2.561 0.672  0.0921
H -3.161 3.973 0.141  0.1100
H 1.046 5.651 -2.438  0.0873
H 3.407 4.469 -2.613  0.0871
H 5.032 0.198 -0.141  0.1093
H 3.459 -0.109 0.505  0.0697
F 3.517 -3.545 4.275  0.0777
C 2.833 -2.506 3.776  -0.2809
C 3.513 -1.348 3.461  0.0023
C 2.793 -0.277 2.957  -0.0633
C 1.411 -0.350 2.747  -0.3074
C 0.684 0.837 2.243  -0.1313
C 0.768 -1.539 3.095  -0.0398
C 1.467 -2.617 3.614  0.0145
H 4.581 -1.291 3.635  0.1245
H 3.302 0.665 2.775  0.1145
H 1.282 1.747 2.430  0.0804
H -0.295 0.952 2.708  0.0513
H -0.304 -1.622 2.960  0.1030
H 0.965 -3.535 3.890  0.1288
C -5.429 -0.682 1.312  -0.0696
C -5.126 -0.519 -0.034  -0.0668
C -3.807 -0.343 -0.436  -0.0991
C -2.776 -0.334 0.509  -0.3118
C -3.096 -0.478 1.860  -0.1159
C -4.413 -0.656 2.259  -0.0741
Ge -0.944 -0.286 -0.155  1.0701
C 0.000 -1.969 0.069  -0.3357
C 1.355 -2.019 -0.266  -0.1399
C 2.052 -3.217 -0.205  -0.0668
C 1.392 -4.381 0.178  -0.0680
C 0.043 -4.342 0.501  -0.0694
C -0.649 -3.138 0.456  -0.0964
C -0.955 0.025 -2.101  -0.2863
C -0.374 -0.932 -2.937  -0.0874
C -0.449 -0.805 -4.319  -0.0666
C -1.098 0.281 -4.887  -0.0710
C -1.683 1.240 -4.068  -0.0699
C -1.612 1.110 -2.688  -0.1306
H -6.455 -0.836 1.623  0.1105
H -5.918 -0.534 -0.773  0.1103
H -3.584 -0.230 -1.489  0.0925
H -2.323 -0.445 2.619  0.0847
H -4.649 -0.773 3.311  0.1103
H 1.857 -1.115 -0.602  0.0829
H 3.103 -3.251 -0.470  0.1080
H 1.930 -5.322 0.207  0.1102
H -0.470 -5.249 0.798  0.1099
H -1.703 -3.112 0.721  0.1062
H 0.132 -1.791 -2.515  0.0911
H 0.000 -1.559 -4.954  0.1094
H -1.163 0.376 -5.965  0.1097
H -2.200 2.087 -4.504  0.1082
H -2.103 1.846 -2.069  0.0789

Results
E_LUMO = -0.136 Eh
HOMO level = -10.7 eV
total charge = +1

=====

[2]
C62H42CrGeN8Sb as an isolated structure, computed with ωB97M-V/def2-TZVPD.

Last column: Löwdin charge in e.
Cartesian coordinates (Å):
Cr -0.027 0.413 -0.079  0.7480
C -1.894 1.804 -6.340  -0.0770
C -2.828 2.636 -5.669  -0.0804
C -2.811 2.712 -4.310  -0.0170
C -1.848 1.959 -3.606  -0.1157
C -1.623 1.849 -2.228  -0.2843
N -0.569 1.037 -1.992  -0.0255
C -0.073 0.599 -3.217  -0.3263
N 0.256 -1.728 -2.426  -0.0406
C -0.062 -1.531 -1.020  -0.2925
C -0.806 -2.572 -0.310  -0.1012
C -2.075 -3.120 -0.513  0.0045
C -2.533 -4.044 0.403  -0.0425
C -1.773 -4.408 1.529  -0.0447
C -0.530 -3.867 1.751  0.0079
C -0.042 -2.960 0.804  -0.1565
C 1.212 -2.254 0.777  -0.3746
N 1.884 -1.896 1.925  0.2105
C 1.668 -0.713 2.367  -0.2647
N 0.785 0.264 1.850  0.0804
C 0.726 1.264 2.763  -0.2563
N -0.078 2.296 2.814  0.2061
C -0.959 2.549 1.843  -0.2506
N -1.004 2.041 0.616  0.0616
C -2.068 2.681 -0.086  -0.2531
N -2.354 2.569 -1.314  0.2198
C -2.742 3.589 0.860  -0.0968
C -3.834 4.424 0.719  0.0045
C -4.190 5.189 1.824  -0.0552
C -3.473 5.127 3.018  -0.0602
C -2.372 4.293 3.150  0.0030
C -2.031 3.528 2.050  -0.1063
C 1.697 1.030 3.847  -0.1000
C 2.036 1.789 4.949  0.0117
C 3.009 1.267 5.795  -0.0511
C 3.599 0.030 5.544  -0.0544
C 3.241 -0.733 4.439  0.0025
C 2.283 -0.200 3.598  -0.1073
N 1.110 -1.307 -0.282  -0.0637
C -0.875 1.148 -4.255  -0.1247
C -0.948 1.079 -5.674  -0.0355
H -1.939 1.736 -7.419  0.1035
H -3.552 3.195 -6.245  0.1026
H -3.512 3.326 -3.761  0.1114
H -2.691 -2.823 -1.348  0.1147
H -3.510 -4.485 0.265  0.1147
H -2.180 -5.124 2.228  0.1176
H 0.066 -4.137 2.610  0.1295
H -4.382 4.475 -0.210  0.1185
H -5.041 5.853 1.758  0.1090
H -3.785 5.743 3.851  0.1079
H -1.802 4.238 4.066  0.1160
H 1.565 2.742 5.138  0.1195
H 3.314 1.827 6.668  0.1106
H 4.348 -0.344 6.229  0.1101
H 3.683 -1.700 4.246  0.1174
H -0.293 0.452 -6.248  0.0694
Ge 2.236 -3.709 -0.877  1.2662
C 1.211 -2.926 -2.574  -0.2726
C 1.851 -1.086 -4.200  -0.2053
C 1.342 -1.095 -5.604  -0.0454
C 0.888 -2.163 -6.247  -0.0224
C 0.813 -3.494 -5.594  -0.1652
C 0.771 -4.101 -3.478  -0.1536
C 1.376 -5.416 -0.336  -0.3712
C 2.121 -5.965 0.714  -0.1622
C 1.714 -7.110 1.382  -0.0788
C 0.546 -7.748 0.999  -0.0750
C -0.207 -7.227 -0.045  -0.0818
C 0.201 -6.075 -0.699  -0.1273
H 1.979 -1.154 -0.787  0.0289
H 2.775 -0.505 -4.269  0.0988
H 1.483 -0.166 -6.142  0.1043
H 0.599 -2.074 -7.287  0.1173
H 0.820 -4.288 -6.339  0.1454
H 0.705 -5.077 -3.009  0.1094
H 3.045 -5.486 1.027  0.0800
H 2.313 -7.506 2.192  0.1066
H 0.222 -8.648 1.505  0.1071
H -1.124 -7.716 -0.348  0.1079
H -0.450 -5.683 -1.472  0.0916
C 4.387 3.088 -5.922  -0.0702
C 3.009 2.963 -5.815  -0.0658
C 2.448 2.349 -4.705  -0.1151
C 3.269 1.831 -3.703  -0.3883
C 4.649 1.976 -3.808  -0.1325
C 5.204 2.601 -4.914  -0.0715
Sb 2.438 1.006 -1.934  1.6447
C 1.012 -0.421 -3.071  -0.2137
C 2.215 -2.483 -3.664  -0.1698
C 1.873 -3.730 -4.502  -0.1113
C -0.310 -3.796 -4.524  -0.1597
C -1.238 -2.720 -4.128  0.0309
C -1.004 -1.838 -3.173  -0.0241
C 4.067 -0.283 -1.372  -0.3973
C 4.258 -0.437 0.000  -0.1656
C 5.254 -1.263 0.502  -0.0743
C 6.088 -1.936 -0.373  -0.0707
C 5.935 -1.771 -1.744  -0.0702
C 4.934 -0.951 -2.240  -0.1488
H 4.822 3.573 -6.784  0.1087
H 2.363 3.356 -6.589  0.1107
H 1.370 2.282 -4.628  0.0866
H 5.305 1.604 -3.031  0.0920
H 6.278 2.709 -4.985  0.1094
H 3.247 -2.486 -3.320  0.1045
H 2.704 -4.386 -4.747  0.1515
H -0.877 -4.683 -4.802  0.1491
H -2.190 -2.628 -4.635  0.1354
H -1.712 -1.077 -2.884  0.1397
H 3.627 0.108 0.697  0.0818
H 5.374 -1.374 1.571  0.1070
H 6.868 -2.580 0.009  0.1101
H 6.603 -2.280 -2.426  0.1113
H 4.846 -0.814 -3.312  0.0986

Results
E_LUMO (alpha / beta) = -0.130 / -0.156 Eh
HOMO level (alpha / beta) = -8.9 / -8.9 eV
expectation value of S² = 6.30
2S+1 = 5
total charge = +1

=====

[3]
C12H20MnO10 as an isolated structure, computed with ωB97M-V/def2-TZVPD.

Last column: Löwdin charge in e.
Cartesian coordinates (Å):
Mn -1.494 22.484 -5.644  0.9277
C -4.196 24.595 -3.792  -0.0401
C -5.029 25.574 -3.193  -0.3754
C -4.625 26.210 -1.765  -0.3103
O -5.284 27.071 -1.181  -0.0012
C -3.327 25.677 -1.176  -0.0239
C -2.591 24.750 -1.829  -0.3978
C -3.068 24.212 -3.193  -0.3342
O -2.446 23.265 -3.838  -0.1746
O -1.395 24.538 -1.304  -0.1646
O -6.063 25.914 -3.697  0.0439
H -4.513 24.270 -4.772  0.0925
H -3.000 26.198 -0.288  0.0960
C -2.743 24.527 -7.247  -0.1730
C -3.400 23.163 -7.637  -0.2092
O -3.400 22.216 -6.625  -0.0901
O -1.552 24.406 -6.518  -0.0833
H -3.558 24.985 -6.686  0.1227
H -2.614 25.130 -8.146  0.1349
H -2.829 22.672 -8.425  0.1120
H -4.397 23.323 -8.048  0.1417
H -3.902 21.482 -6.987  0.1189
H -1.203 25.282 -6.342  0.1424
C 1.551 22.844 -6.141  -0.1398
C 1.074 21.860 -7.256  -0.1737
O -0.339 21.975 -7.446  -0.0981
O 0.530 22.932 -5.120  -0.0968
H 1.726 23.828 -6.577  0.1299
H 2.426 22.380 -5.686  0.1321
H 1.390 20.832 -7.081  0.1221
H 1.657 22.070 -8.153  0.1269
H -0.523 21.454 -8.231  0.1121
H 0.965 23.424 -4.420  0.1348
C -1.912 18.634 -6.166  -0.2030
C -2.179 19.538 -4.941  -0.1549
O -1.131 20.520 -4.833  -0.0885
O -2.101 19.426 -7.333  -0.0844
H -2.568 17.773 -6.286  0.1290
H -0.868 18.321 -6.202  0.1180
H -2.339 18.920 -4.057  0.1375
H -3.129 20.022 -5.166  0.1230
H -0.370 20.065 -4.465  0.1256
H -2.376 18.825 -8.029  0.0933

Results
E_LUMO (alpha / beta) = -0.045 / -0.045 Eh
HOMO level (alpha / beta) = -4.9 / -4.9 eV
expectation value of S² = 8.75
2S+1 = 6

=====

[4]
C57H47CaClN7O2P3Te as an isolated structure, computed with ωB97M-V/def2-TZVPD.

Last column: Löwdin charge in e.
Cartesian coordinates (Å):
Ca -0.864 -0.140 0.619  0.9097
Te 1.202 -5.461 -0.205  1.2628
C 3.283 -5.645 0.077  -0.5548
C 3.821 -6.819 0.587  -0.1489
C 5.188 -6.891 0.808  -0.1696
N 6.037 -5.893 0.568  0.0457
C 5.505 -4.775 0.079  -0.1617
C 4.156 -4.601 -0.186  -0.1243
C 1.070 -3.422 -0.193  -1.0617
P 0.687 -2.532 1.263  0.7326
C 2.129 -2.739 2.354  -0.3729
C 2.314 -3.858 3.157  -0.0935
C 3.526 -4.066 3.804  -0.0786
C 4.562 -3.156 3.655  -0.0890
C 4.379 -2.025 2.868  -0.0865
C 3.170 -1.820 2.225  -0.1230
C -0.709 -3.310 2.193  -0.3939
C -1.614 -4.133 1.528  -0.1677
C -2.738 -4.631 2.169  -0.0979
C -2.978 -4.308 3.498  -0.0945
C -2.083 -3.486 4.175  -0.0838
C -0.961 -2.990 3.529  -0.1216
P 0.170 -2.465 -1.403  0.8353
C 1.294 -1.040 -1.852  -0.3888
C 2.612 -0.977 -1.410  -0.1007
C 3.448 0.055 -1.816  -0.0856
C 2.974 1.057 -2.651  -0.0958
C 1.648 1.034 -3.062  -0.0813
C 0.818 -0.004 -2.660  -0.1077
C 0.212 -3.419 -2.963  -0.4139
C -0.806 -4.345 -3.180  -0.1619
C -0.806 -5.163 -4.299  -0.0823
C 0.225 -5.061 -5.224  -0.0890
C 1.248 -4.147 -5.017  -0.0789
C 1.244 -3.334 -3.891  -0.0725
H 3.197 -7.670 0.830  0.0872
H 5.620 -7.800 1.211  0.0974
H 6.199 -3.963 -0.115  0.0994
H 3.782 -3.664 -0.573  0.0655
H 1.520 -4.589 3.259  0.1025
H 3.663 -4.950 4.412  0.1025
H 5.509 -3.327 4.150  0.1000
H 5.180 -1.305 2.757  0.0984
H 3.022 -0.931 1.622  0.0806
H -1.436 -4.388 0.486  0.0518
H -3.424 -5.272 1.629  0.1030
H -3.851 -4.698 4.005  0.0975
H -2.260 -3.231 5.211  0.1008
H -0.279 -2.334 4.059  0.0741
H 2.968 -1.767 -0.760  0.0638
H 4.477 0.073 -1.477  0.1059
H 3.629 1.856 -2.969  0.1011
H 1.263 1.816 -3.703  0.1000
H -0.210 -0.018 -3.008  0.0600
H -1.610 -4.433 -2.454  0.1016
H -1.602 -5.881 -4.445  0.1031
H 0.236 -5.698 -6.099  0.1001
H 2.059 -4.070 -5.730  0.1019
H 2.055 -2.632 -3.739  0.1049
N -3.933 1.662 1.817  0.1758
C -4.053 1.958 0.502  -0.4534
N -4.972 2.872 0.192  0.1816
C -5.061 3.149 -1.107  -0.4527
N -5.949 4.086 -1.490  0.1689
N -4.342 2.560 -2.079  0.1895
C -3.528 1.614 -1.639  -0.2854
N -3.296 1.276 -0.381  0.1348
C -2.870 0.772 -2.684  -0.2251
C -2.624 1.264 -3.960  -0.0141
C -2.133 0.383 -4.909  -0.0536
C -1.949 -0.946 -4.555  -0.0465
C -2.212 -1.330 -3.249  -0.1675
N -2.640 -0.485 -2.314  0.1193
H -4.419 2.289 2.439  0.1070
H -3.041 1.330 2.155  0.0695
H -6.579 4.466 -0.809  0.1044
H -6.111 4.223 -2.470  0.1054
H -2.826 2.300 -4.185  0.1068
H -1.914 0.726 -5.912  0.1106
H -1.592 -1.678 -5.266  0.1145
H -2.057 -2.352 -2.936  0.0568
Cl 0.218 0.284 2.954  -0.1235
O -4.116 -1.882 0.239  0.0986
C -3.250 -1.438 0.800  -0.0273
O -1.160 2.284 1.125  -0.4948
P -0.642 3.690 1.099  0.7996
C -0.710 4.431 2.729  -0.2733
C -0.527 5.802 2.914  -0.0821
C -0.543 6.333 4.191  -0.0764
C -0.739 5.497 5.286  -0.0768
C -0.915 4.136 5.105  -0.0642
C -0.899 3.596 3.824  -0.0715
C 1.081 3.776 0.593  -0.2606
C 1.884 2.661 0.831  -0.0694
C 3.245 2.716 0.570  -0.0687
C 3.809 3.875 0.061  -0.0728
C 3.018 4.993 -0.168  -0.0733
C 1.662 4.948 0.106  -0.0881
C -1.589 4.767 0.007  -0.2680
C -1.232 4.938 -1.331  -0.0795
C -2.005 5.729 -2.168  -0.0717
C -3.142 6.351 -1.676  -0.0806
C -3.522 6.166 -0.354  -0.0859
C -2.752 5.375 0.482  -0.0836
H -0.383 6.459 2.065  0.1072
H -0.404 7.395 4.336  0.1042
H -0.750 5.914 6.285  0.1046
H -1.052 3.484 5.956  0.1087
H -0.998 2.526 3.671  0.0353
H 1.460 1.776 1.298  0.0222
H 3.862 1.851 0.774  0.1052
H 4.871 3.915 -0.147  0.1067
H 3.459 5.903 -0.553  0.1049
H 1.058 5.831 -0.063  0.1025
H -0.350 4.449 -1.722  0.1073
H -1.716 5.861 -3.202  0.1061
H -3.739 6.976 -2.327  0.1056
H -4.418 6.637 0.026  0.1069
H -3.047 5.247 1.516  0.1128

Results
E_LUMO = -0.003 Eh
HOMO level = -6.3 eV

=====

[5]
A 2-piece molecular cluster, C2H6N2O overall, computed with ωB97M-V/def2-TZVPD.

Last column: Löwdin charge in e.
Cartesian coordinates (Å):
N -0.055 -1.113 -1.589  0.1123
C 0.997 -1.670 -0.939  -0.4456
O 0.962 -2.161 0.162  0.0032
H -0.965 -1.164 -1.162  0.0997
H 0.127 -0.488 -2.353  0.0865
H 1.962 -1.502 -1.449  0.1209
C -0.720 1.871 1.184  -0.1524
N -0.501 0.718 1.643  0.0215
H -0.866 2.028 0.115  0.0486
H -0.896 2.738 1.832  0.0597
H -0.045 0.743 2.555  0.0457

Results
E_LUMO = 0.034 Eh
HOMO level = -9.7 eV

=====

[6]
A 2-piece molecular cluster, C4H12N2O overall, computed with ωB97M-V/def2-TZVPD.

Last column: Löwdin charge in e.
Cartesian coordinates (Å):
H -0.021 -2.975 -1.774  0.0444
N 0.085 -2.230 -1.106  0.1021
C -0.866 -1.729 -0.470  -0.3275
N -0.721 -0.723 0.491  -0.0274
C -1.365 0.557 0.165  -0.2286
C -0.832 1.659 1.093  -0.2450
C 0.101 2.616 0.350  -0.1079
H -1.910 -2.045 -0.582  0.1229
H 0.227 -0.561 0.803  0.0916
H -2.453 0.482 0.276  0.1119
H -1.246 0.858 -0.876  0.1078
H -1.687 2.189 1.517  0.1012
H -0.307 1.231 1.952  0.1046
H 1.053 2.169 0.068  0.0690
H -0.432 2.950 -0.542  0.0714
H 0.359 3.484 0.962  0.0705
O 2.964 -0.506 -0.420  -0.0654
H 2.762 -1.190 -1.054  0.0131
H 2.130 -0.552 0.063  -0.0088

Results
E_LUMO = 0.039 Eh
HOMO level = -9.6 eV

=====

[7]
C2H2N2O as an isolated structure, computed with ωB97M-V/def2-TZVPD.

Last column: Löwdin charge in e.
Cartesian coordinates (Å):
O 0.308 -1.378 -0.159  -0.0413
C 0.989 -0.351 -0.122  -0.4664
N 0.591 0.935 -0.028  0.0849
N -0.949 1.141 -0.632  0.1058
C -1.242 0.302 0.167  0.0544
H 2.099 -0.363 -0.108  0.1326
H -1.796 -0.287 0.882  0.1299

Results
E_LUMO = -0.007 Eh
HOMO level = -10.0 eV

=====

[8]
C2HN2PS2 in the gas phase, computed with ωB97M-V/def2-TZVPD.

Last column: Löwdin charge in e.
Cartesian coordinates (Å):
S 4.186 -0.053 -0.592  0.1445
P 2.730 0.698 0.438  0.4569
C 1.464 -0.586 0.289  -0.7180
C 0.304 -0.500 -0.472  -0.4411
S -0.511 -2.013 -0.495  0.9546
N 0.635 -2.663 0.575  -0.3436
N 1.558 -1.889 0.868  -0.1027
H 0.109 0.463 -0.869  0.0494

Results
E_LUMO = -0.065 Eh
HOMO level = -9.3 eV